C4H7NO3 | wB97M-V/def2-TZVPD

The geometry in XYZ format:
```
15
Properties=species:S:1:pos:R:3:forces:R:3:mulliken_charge:R:1
N -0.4932 1.2294 1.0645 -0.7 -0.9 0.2 -0.614
C -0.0337 0.2716 0.0805 0.8 0.7 -1.0 0.171
C -0.8072 -1.0328 0.0187 0.5 -0.2 0.1 -0.631
C -2.1838 -0.7576 -0.5531 -0.8 0.1 0.3 -0.021
O -2.3897 0.0561 -1.4148 0.4 -0.1 -0.1 -0.461
C 1.4865 -0.0032 0.0654 -0.2 0.7 1.5 0.352
O 2.0342 -0.9809 -0.3417 0.2 -0.3 -0.4 -0.556
O 2.1503 1.0231 0.6890 0.0 -0.3 -0.2 -0.468
H -0.5535 0.8170 1.9869 0.1 0.0 0.0 0.238
H 0.0943 2.0349 1.1217 0.3 0.4 -0.1 0.293
H -0.2076 0.7347 -0.9086 0.0 -0.1 0.2 0.256
H -0.2287 -1.6765 -0.6600 -0.4 0.1 -0.1 0.307
H -0.7766 -1.5991 0.9622 -0.5 0.4 -0.1 0.440
H -3.0845 -1.2706 -0.1437 0.5 -0.3 0.1 0.341
H 3.0919 0.8071 0.8014 -0.3 -0.2 -0.3 0.353
```
Positions in Å, forces in eV/Å.

Maximum force: 1.68 eV/Å
E_tot: -11893.941 eV
Structure (SMILES): N[C@H](CC=O)C(=O)O
Kohn-Sham gap: 10.12 eV
E_LUMO: 0.576 eV
HOMO energy: -9.543 eV
Energy relative to the best compared isomer or geometry (same formula, charge and spin): 30.8 kcal per mole
Molecular weight: 117.10 u
Net charge: 0